C57H127ClN7O3 | ωB97M-V with the def2-TZVPD basis set

- Kohn-Sham gap: 5.4 eV
- Total charge: +5

CARTESIAN COORDINATES (ANGSTROEM)
1 Cl -0.183 0.504 0.647
2 C 5.946 -3.157 3.083
3 C 4.747 -2.921 3.971
4 C 4.678 -1.397 4.089
5 N 3.327 -0.761 3.585
6 C 2.980 -1.083 2.104
7 C 2.094 -1.253 4.438
8 C 1.116 -0.091 4.479
9 C 1.846 1.073 3.865
10 C 3.276 0.685 3.943
11 H 5.887 -2.687 2.102
12 H 6.100 -4.199 2.803
13 H 6.923 -2.941 3.514
14 H 5.026 -3.382 4.918
15 H 3.753 -3.232 3.649
16 H 5.519 -0.891 3.615
17 H 4.826 -1.216 5.153
18 H 3.827 -0.652 1.569
19 H 1.999 -0.793 1.727
20 H 3.126 -2.161 2.038
21 H 1.807 -2.194 3.970
22 H 2.449 -1.491 5.441
23 H 0.179 -0.400 4.016
24 H 0.865 0.277 5.474
25 H 1.425 1.295 2.884
26 H 1.855 1.971 4.482
27 H 3.943 1.283 3.322
28 H 3.597 0.615 4.982
29 C -4.037 -2.472 2.030
30 C -2.846 -2.716 1.156
31 C -2.330 -4.167 1.530
32 N -1.173 -4.644 0.694
33 C -1.385 -4.481 -0.815
34 C -0.714 -6.056 1.083
35 C 0.249 -5.870 2.176
36 C 0.744 -4.442 2.164
37 C 0.069 -3.802 0.983
38 H -4.282 -1.427 1.836
39 H -4.070 -2.614 3.110
40 H -4.988 -2.969 1.836
41 H -2.126 -1.922 1.356
42 H -3.132 -2.551 0.117
43 H -3.021 -4.956 1.233
44 H -2.059 -4.245 2.583
45 H -1.552 -3.465 -1.173
46 H -2.317 -5.007 -1.021
47 H -0.615 -5.070 -1.315
48 H -0.196 -6.408 0.191
49 H -1.578 -6.715 1.165
50 H 1.012 -6.617 1.955
51 H -0.089 -6.182 3.164
52 H 1.817 -4.370 1.988
53 H 0.522 -3.880 3.071
54 H 0.782 -4.018 0.187
55 H -0.115 -2.729 1.029
56 C 8.100 0.756 -4.328
57 C 7.744 1.624 -3.162
58 C 7.051 0.862 -1.989
59 N 6.295 1.817 -1.076
60 C 7.343 2.573 -0.118
61 C 5.476 2.902 -1.861
62 C 4.432 3.295 -0.814
63 C 4.283 2.156 0.164
64 C 5.249 1.078 -0.278
65 H 8.612 -0.147 -3.998
66 H 8.559 1.257 -5.180
67 H 7.213 0.429 -4.870
68 H 7.220 2.445 -3.651
69 H 8.669 2.082 -2.813
70 H 7.630 0.110 -1.451
71 H 6.137 0.425 -2.391
72 H 8.092 3.060 -0.744
73 H 7.976 1.849 0.397
74 H 6.783 3.150 0.618
75 H 6.121 3.755 -2.071
76 H 5.145 2.376 -2.756
77 H 4.672 4.238 -0.322
78 H 3.528 3.457 -1.401
79 H 4.584 2.473 1.163
80 H 3.271 1.756 0.237
81 H 5.774 0.590 0.543
82 H 4.773 0.372 -0.959
83 C -0.619 -4.354 -6.455
84 C -0.018 -3.903 -5.068
85 C 0.326 -2.421 -5.179
86 N 1.215 -1.888 -3.974
87 C 0.560 -2.132 -2.542
88 C 1.430 -0.397 -4.217
89 C 2.964 -0.167 -4.497
90 C 3.547 -1.368 -3.746
91 C 2.649 -2.521 -3.989
92 H -0.587 -5.390 -6.793
93 H -0.001 -3.791 -7.155
94 H -1.657 -4.021 -6.476
95 H 0.880 -4.505 -4.928
96 H -0.717 -4.234 -4.300
97 H -0.612 -1.892 -5.342
98 H 1.120 -2.307 -5.917
99 H -0.354 -1.539 -2.551
100 H 1.276 -1.903 -1.752
101 H 0.391 -3.197 -2.699
102 H 1.265 0.034 -3.229
103 H 0.749 0.051 -4.942
104 H 3.242 0.761 -3.996
105 H 3.103 -0.148 -5.578
106 H 3.389 -1.024 -2.724
107 H 4.621 -1.483 -3.889
108 H 2.745 -3.350 -3.287
109 H 2.896 -2.924 -4.971
110 C -4.384 5.119 6.691
111 C -4.609 4.605 5.314
112 C -4.472 3.077 5.061
113 N -4.952 2.562 3.584
114 C -6.475 2.596 3.442
115 C -4.501 1.043 3.507
116 C -3.060 1.119 2.881
117 C -3.061 2.374 2.092
118 C -4.290 3.165 2.283
119 H -4.252 6.200 6.744
120 H -3.626 4.440 7.082
121 H -5.247 5.021 7.349
122 H -4.100 5.190 4.547
123 H -5.604 4.891 4.973
124 H -5.133 2.519 5.723
125 H -3.427 2.776 4.990
126 H -6.910 2.118 4.320
127 H -6.813 2.132 2.516
128 H -6.815 3.631 3.412
129 H -5.086 0.511 2.756
130 H -4.469 0.538 4.472
131 H -2.806 0.201 2.352
132 H -2.326 1.023 3.681
133 H -2.867 2.267 1.025
134 H -2.130 2.898 2.310
135 H -5.045 2.930 1.533
136 H -4.080 4.234 2.306
137 C -4.391 -0.138 -1.089
138 C -5.090 -1.040 -2.072
139 C -4.390 -1.295 -3.413
140 N -5.313 -1.913 -4.492
141 C -6.088 -0.730 -5.135
142 C -4.463 -2.635 -5.590
143 C -5.113 -4.048 -5.827
144 C -6.491 -3.885 -5.244
145 C -6.312 -2.954 -3.997
146 H -4.943 0.013 -0.161
147 H -4.454 0.890 -1.445
148 H -3.357 -0.474 -1.009
149 H -6.080 -0.590 -2.151
150 H -5.147 -2.034 -1.629
151 H -3.515 -1.918 -3.227
152 H -3.944 -0.351 -3.727
153 H -6.828 -0.412 -4.401
154 H -6.618 -0.973 -6.055
155 H -5.285 -0.014 -5.314
156 H -4.460 -1.921 -6.413
157 H -3.405 -2.599 -5.327
158 H -5.231 -4.295 -6.882
159 H -4.502 -4.771 -5.287
160 H -7.204 -3.301 -5.827
161 H -6.974 -4.820 -4.959
162 H -7.282 -2.543 -3.717
163 H -5.824 -3.496 -3.187
164 C -0.693 3.075 -2.140
165 C -0.916 3.868 -0.892
166 C 0.068 5.003 -0.951
167 N 0.346 5.515 0.527
168 C -0.940 6.020 1.263
169 C 1.336 6.662 0.482
170 C 2.600 6.097 1.263
171 C 2.107 5.078 2.221
172 C 1.027 4.437 1.342
173 H -0.917 3.596 -3.071
174 H -1.164 2.104 -2.291
175 H 0.360 2.827 -2.277
176 H -0.801 3.318 0.042
177 H -1.896 4.316 -0.725
178 H -0.238 5.920 -1.453
179 H 1.075 4.812 -1.321
180 H -1.157 6.951 0.739
181 H -0.592 6.299 2.257
182 H -1.816 5.375 1.339
183 H 0.852 7.493 0.996
184 H 1.371 7.033 -0.542
185 H 3.178 6.927 1.669
186 H 3.313 5.788 0.499
187 H 1.522 5.533 3.020
188 H 2.945 4.468 2.557
189 H 0.351 3.905 2.011
190 H 1.455 3.679 0.686
191 O -2.244 -1.220 4.548
192 C -1.987 -2.326 5.187
193 O -1.133 -2.977 4.658
194 O -2.627 -2.660 6.165
195 H -1.583 -1.581 3.953

Mulliken population analysis, charges in e, atoms 1 to 5: -0.932 -1.426 0.604 -1.107 0.454


C17H27N3O | ωB97M-V with the def2-TZVPD basis set

- Kohn-Sham gap: 9.1 eV
- Relative energy (zero: lowest compared OMol25 entry of this formula, charge and spin): 38.8 kcal/mol

CARTESIAN COORDINATES (ANGSTROEM)
1 O -1.598 0.319 3.361
2 C -0.365 -0.326 3.190
3 C -0.311 -1.227 1.944
4 C -1.088 -0.660 0.739
5 C -0.649 -1.392 -0.540
6 N 0.739 -1.083 -0.822
7 C 1.265 -1.849 -1.938
8 C 2.761 -1.720 -2.019
9 C 3.545 -1.815 -0.872
10 C 4.917 -1.693 -0.993
11 C 5.461 -1.488 -2.252
12 C 4.596 -1.412 -3.331
13 N 3.282 -1.519 -3.221
14 C 0.884 0.345 -1.034
15 C 0.440 1.097 0.224
16 N -0.921 0.784 0.633
17 C -1.900 1.560 -0.143
18 C -2.139 2.901 0.583
19 C -3.397 2.717 1.453
20 C -3.984 1.348 1.079
21 C -3.321 1.001 -0.251
22 H -1.714 0.871 2.573
23 H -0.206 -0.930 4.087
24 H 0.439 0.423 3.141
25 H 0.730 -1.387 1.665
26 H -0.749 -2.199 2.179
27 H -2.145 -0.865 0.917
28 H -0.746 -2.471 -0.391
29 H -1.307 -1.099 -1.380
30 H 0.831 -1.546 -2.906
31 H 1.016 -2.902 -1.769
32 H 3.070 -1.972 0.084
33 H 5.554 -1.757 -0.122
34 H 6.526 -1.389 -2.392
35 H 4.964 -1.252 -4.336
36 H 1.935 0.567 -1.238
37 H 0.294 0.677 -1.909
38 H 0.524 2.173 0.057
39 H 1.112 0.826 1.040
40 H -1.509 1.739 -1.155
41 H -2.300 3.690 -0.153
42 H -1.273 3.175 1.183
43 H -3.156 2.758 2.514
44 H -4.115 3.511 1.248
45 H -5.069 1.379 0.990
46 H -3.734 0.606 1.837
47 H -3.371 -0.058 -0.496
48 H -3.819 1.547 -1.055

natural (NBO) population analysis, charges in e, atoms 1 to 5: -0.739 -0.053 -0.443 -0.048 -0.227


C10H14N3O | ωB97M-V with the def2-TZVPD basis set

- Kohn-Sham gap: 8.2 eV
- Relative energy (zero: lowest compared OMol25 entry of this formula, charge and spin): 181.9 kcal/mol
- Total charge: +1

CARTESIAN COORDINATES (ANGSTROEM)
1 C -1.545 -2.196 0.224
2 C -1.374 -1.513 -1.025
3 C -1.191 -1.451 1.331
4 C -0.741 -0.321 -1.199
5 C -0.646 0.027 1.285
6 C -0.185 0.409 -0.082
7 C 0.707 2.712 -0.575
8 C -0.408 2.016 -0.356
9 C 1.795 -0.284 -0.079
10 C -1.798 2.457 -0.518
11 N 2.441 0.847 -0.105
12 N 2.382 -1.410 0.179
13 N 1.706 -2.662 0.392
14 O 2.014 2.165 -0.586
15 H -1.990 -3.074 0.338
16 H -1.668 -2.119 -1.831
17 H -1.277 -1.742 2.309
18 H -0.626 0.131 -2.281
19 H -1.306 0.787 1.494
20 H 0.766 3.707 -0.987
21 H -1.986 3.165 -1.280
22 H -2.328 2.789 0.369
23 H -2.290 1.511 -0.884
24 H 3.455 0.929 0.017
25 H 3.392 -1.667 -0.072
26 H 0.626 -2.488 0.483
27 H 2.004 -2.850 1.347
28 H 0.071 0.126 2.093

natural (NBO) population analysis, charges in e, atoms 1 to 5: -0.247 -0.149 -0.090 -0.283 -0.540


C13H30O2P2PdS | ωB97M-V with the def2-TZVPD basis set

- Kohn-Sham gap: 6.4 eV

CARTESIAN COORDINATES (ANGSTROEM)
1 Pd 0.528 0.200 -0.213
2 C -2.003 3.431 -1.011
3 P -0.943 2.156 -0.175
4 C 0.032 3.302 0.885
5 C -2.238 1.602 1.043
6 C -1.719 0.557 2.021
7 P -1.161 -0.984 1.154
8 C -2.806 -1.830 0.960
9 C -0.553 -1.907 2.620
10 H -2.516 4.047 -0.274
11 H -2.738 2.941 -1.646
12 H -1.374 4.065 -1.633
13 H -0.605 3.968 1.465
14 H 0.682 3.888 0.235
15 H 0.667 2.697 1.535
16 H -3.072 1.190 0.465
17 H -2.611 2.480 1.581
18 H -2.485 0.306 2.763
19 H -0.841 0.947 2.544
20 H -3.302 -1.931 1.923
21 H -2.644 -2.820 0.536
22 H -3.441 -1.264 0.280
23 H -1.254 -1.814 3.449
24 H 0.418 -1.494 2.888
25 H -0.430 -2.956 2.359
26 C 2.496 1.014 3.265
27 O 2.201 0.176 2.148
28 C 2.206 0.762 0.895
29 C 3.506 1.260 0.324
30 H 2.633 2.055 2.959
31 H 3.403 0.652 3.755
32 H 1.666 0.955 3.974
33 H 4.222 1.453 1.129
34 H 3.364 2.175 -0.258
35 H 3.943 0.513 -0.350
36 O 2.026 -0.794 -1.809
37 S 0.757 -0.649 -2.546
38 C 1.098 -1.544 -4.145
39 C 0.987 -3.013 -3.800
40 C -0.320 -3.149 -3.028
41 C -0.314 -2.053 -1.977
42 H 2.087 -1.247 -4.476
43 H 0.351 -1.229 -4.874
44 H 1.826 -3.286 -3.158
45 H 0.999 -3.655 -4.683
46 H -0.410 -4.135 -2.566
47 H -1.164 -3.015 -3.710
48 H 0.153 -2.372 -1.039
49 H -1.308 -1.645 -1.781

natural (NBO) population analysis, charges in e, atoms 1 to 5: 0.139 -0.936 0.817 -0.946 -0.710


no.,energy (hartree)
1,-3315.2185
2,-903.4721
3,-628.4406
4,-1872.4377